The following is a quantum chemistry calculation of 2 unconnected molecules or ions with the total composition C3H12N3O, from the Open Molecules 2025 dataset.

The calculation puts the HOMO energy at -13.065 eV. As for the LUMO energy: -3.6 eV. Its net charge is +1. The value obtained for the HOMO-LUMO gap is 9.5 eV. The value obtained for the relative energy (zero: lowest compared OMol25 entry of this formula, charge and spin) is 50.9 kcal per mole.

Structure (XYZ):
```
19
Properties=species:S:1:pos:R:3:forces:R:3:mulliken_charge:R:1
C -1.3065 -1.2066 0.8279 -0.23 -0.24 1.24 -0.756
N 1.0913 -2.2677 -1.7396 -0.25 -0.67 -2.00 -0.369
C 0.5787 -1.9544 -0.5764 -0.66 0.91 0.49 0.310
N -0.6820 -1.6497 -0.4005 0.01 -0.34 -1.56 -0.191
H -1.7577 -0.2039 0.7944 0.16 -0.49 -0.53 0.307
H -0.4998 -1.0934 1.5588 -0.32 -0.21 0.07 0.305
H -2.0525 -1.9560 1.1660 0.52 0.48 -0.17 0.316
H 0.5086 -2.4281 -2.6353 1.45 0.44 2.15 0.265
H 2.1074 -2.3646 -1.7881 -0.66 -0.16 -0.26 0.266
H 1.2554 -1.8506 0.2731 -0.16 -0.12 -0.17 0.318
H -1.2514 -1.7341 -1.2536 0.04 0.16 0.74 0.216
N -0.4462 1.7132 1.5725 0.81 -0.25 0.14 -0.518
C 0.3157 1.7739 0.3602 0.16 0.61 -0.15 -0.133
O 0.4757 3.1923 -0.1060 -0.16 -2.65 0.05 -0.507
H 0.0952 1.9750 2.3925 0.01 0.02 -0.29 0.241
H -1.2251 2.3320 1.5322 -0.71 0.49 -0.12 0.211
H 1.3103 1.3040 0.5849 -0.63 0.54 -0.42 0.247
H -0.2177 1.1362 -0.4168 0.61 1.04 0.51 0.167
H 0.6522 3.0978 -1.0563 0.01 0.43 0.28 0.305
```
Positions in Å, forces in eV/Å.

---

The following is a quantum chemistry calculation of a single C7H11NO molecule, from the Open Molecules 2025 dataset.

The calculation puts the HOMO energy at -9.078 eV. As for the LUMO energy: 0.9 eV. The value obtained for the HOMO-LUMO gap is 10.0 eV. The value obtained for the relative energy (zero: lowest compared OMol25 entry of this formula, charge and spin) is 79.8 kcal per mole. As for the SMILES: C=C1[C@H]2N[C@@]2(C)C[C@@H]1O.

Structure (XYZ):
```
20
Properties=species:S:1:pos:R:3:forces:R:3:mulliken_charge:R:1
C -2.1901 1.5256 -0.0727 0.13 0.07 -0.03 -0.954
C -1.2366 0.5833 0.0819 -1.35 2.47 0.33 -0.261
C 0.1724 0.9106 -0.3062 -0.15 0.47 -3.51 0.009
N 1.0707 1.1965 0.7704 0.36 0.24 1.22 -0.817
C 1.0435 -0.1745 0.1475 2.04 1.86 -0.99 0.838
C 2.3855 -0.5426 -0.4887 0.06 2.43 -1.83 -1.521
C 0.1672 -1.1907 0.7108 -0.03 -3.72 0.84 -0.822
C -1.3746 -0.7912 0.6273 0.86 -1.26 -0.99 0.574
O -2.1046 -1.5615 -0.4840 2.15 -1.35 3.82 -0.542
H -3.2953 1.4732 0.0997 1.26 -0.35 0.11 0.300
H -1.8208 2.5092 -0.4063 -0.44 -0.49 -0.07 0.287
H 0.2834 1.2813 -1.3901 0.05 -0.02 1.89 0.327
H 1.9184 1.7623 0.5194 -1.18 -1.10 -0.07 0.330
H 2.8621 0.3556 -1.0426 -0.74 -0.57 1.52 0.359
H 2.2981 -1.0748 -1.4118 -0.39 -1.58 -0.15 0.383
H 3.1577 -0.9227 0.1643 -0.15 -0.35 0.29 0.335
H 0.5176 -1.4015 1.7375 -0.61 -0.18 -0.14 0.321
H 0.4318 -2.1517 0.0977 -1.00 1.46 1.12 0.279
H -1.8516 -0.8974 1.6586 0.19 0.06 -1.74 0.251
H -2.4350 -0.8891 -1.0126 -1.07 1.92 -1.63 0.325
```
Positions in Å, forces in eV/Å.

---

The following is a quantum chemistry calculation of 6 unconnected molecules or ions with the total composition C17H40N5O6, from the Open Molecules 2025 dataset.

The calculation puts the HOMO energy at -2.635 eV. As for the LUMO energy: 2.6 eV. Its net charge is -1. The value obtained for the HOMO-LUMO gap is 5.2 eV. The value obtained for the relative energy (zero: lowest compared OMol25 entry of this formula, charge and spin) is 16.9 kcal per mole.

Structure (XYZ):
```
68
Properties=species:S:1:pos:R:3:forces:R:3:mulliken_charge:R:1
C -0.5578 0.1644 -0.3396 -1.22 0.23 -1.34 -0.495
C 0.9587 -0.0499 -0.3544 0.24 -0.71 0.88 0.998
O 1.4952 -0.0568 0.8672 0.21 0.98 -0.07 -0.903
H -1.0950 -0.5135 0.3302 0.32 0.00 0.24 -0.185
H -1.0066 0.0103 -1.3471 0.24 -0.24 0.07 0.317
H -0.8927 1.1947 -0.1394 0.43 -0.03 0.51 0.151
H 1.3702 0.7098 -1.0909 0.03 -0.05 -0.04 -0.656
H 1.1437 -1.0580 -0.8367 -0.24 0.19 -0.50 -0.098
C -4.8319 0.5215 3.3707 -0.15 0.21 0.02 0.276
O -5.5368 0.4329 4.3631 0.15 -0.10 -0.09 -0.659
N -4.1638 1.6121 2.9569 -0.08 -0.58 -0.23 0.108
C -4.2300 2.8433 3.6962 -0.02 0.11 0.54 -0.993
C -3.4096 1.5052 1.7131 -0.23 1.49 -0.34 -1.160
H -4.6695 -0.2902 2.6476 -0.21 -0.27 0.18 0.208
H -3.3792 2.9546 4.3767 0.09 0.10 -0.20 0.310
H -5.1181 2.8267 4.3277 -0.05 -0.05 -0.11 0.351
H -4.2869 3.6961 3.0221 0.08 0.00 -0.03 0.341
H -2.4884 0.9326 1.7715 -0.04 -0.14 0.05 0.445
H -4.0533 1.2186 0.8778 0.08 -0.59 0.18 0.383
H -3.1691 2.5363 1.4358 0.43 -0.16 0.09 0.354
C 1.7575 -4.0347 0.0269 -0.43 -0.30 -0.65 0.101
O 1.8745 -3.4356 1.0567 0.17 -0.07 0.37 -0.471
N 0.5816 -4.2723 -0.6362 0.16 -0.02 0.01 0.214
C 0.5449 -5.0427 -1.8449 -0.29 0.04 -0.12 -0.957
C -0.6993 -3.7748 -0.1667 1.25 0.34 0.37 -0.922
H 2.5894 -4.5021 -0.5445 0.14 0.19 0.22 0.232
H -0.0247 -4.4885 -2.5989 0.09 -0.10 -0.10 0.297
H 0.0380 -6.0030 -1.6861 0.04 -0.03 -0.07 0.296
H 1.5424 -5.2303 -2.2373 0.08 0.01 0.09 0.335
H -1.1405 -3.1931 -0.9756 -0.47 -0.19 0.05 0.340
H -1.2829 -4.6259 0.1889 -0.46 0.19 -0.14 0.477
H -0.4761 -3.0866 0.6538 -0.17 -0.09 0.06 0.060
C 5.4527 1.7720 -4.1635 0.18 -0.12 0.21 0.135
O 6.4819 1.8895 -4.8042 -0.02 0.11 -0.14 -0.622
N 4.2791 1.3070 -4.6328 -0.41 0.09 0.05 0.113
C 3.0695 1.3398 -3.8101 0.68 0.00 0.66 -1.004
C 4.0678 1.1595 -6.0511 -0.06 0.11 -0.21 -0.969
H 5.4148 2.0294 -3.0902 -0.08 -0.12 -0.01 0.321
H 2.5896 2.3185 -3.8613 -0.33 -0.16 -0.13 0.398
H 3.3373 1.1436 -2.7688 0.04 0.18 -0.02 0.284
H 2.4000 0.5205 -4.0595 -0.10 0.15 -0.34 0.316
H 3.5841 0.2019 -6.2450 0.02 0.00 -0.13 0.298
H 3.4232 1.9654 -6.4209 -0.09 -0.09 0.03 0.329
H 5.0093 1.2307 -6.5876 0.11 -0.15 0.13 0.342
C -1.5823 -2.4345 4.1650 -0.43 0.05 -0.06 0.036
O -0.7863 -1.8985 3.4387 0.24 0.03 -0.08 -0.456
N -2.8534 -2.7511 3.7963 -0.34 0.00 0.30 0.277
C -3.7906 -3.3500 4.7169 -0.51 -0.34 -0.49 -0.981
C -3.2802 -2.5228 2.4267 1.18 -0.18 -0.02 -0.724
H -1.3723 -2.7142 5.2124 0.06 0.00 0.05 0.258
H -4.4006 -4.0863 4.1776 0.19 -0.04 0.04 0.353
H -4.5132 -2.6293 5.1126 0.24 0.08 0.24 0.266
H -3.2761 -3.9006 5.5011 0.04 0.24 0.19 0.357
H -2.8041 -3.2889 1.8035 -0.43 -0.05 -0.18 0.230
H -4.3608 -2.5452 2.3561 -0.08 0.00 -0.05 0.526
H -2.8513 -1.5874 2.0641 -0.23 0.11 0.06 -0.131
C 1.1449 3.5600 -1.6009 -0.81 0.11 0.08 0.239
O 0.7046 3.9549 -2.6753 0.64 0.00 0.17 -0.670
N 2.3233 3.8776 -1.0293 -0.29 0.43 -0.45 0.214
C 2.6593 3.4155 0.2923 -0.08 -1.08 -0.06 -0.874
C 3.2399 4.7967 -1.6560 0.65 -0.33 0.14 -0.944
H 0.5405 2.9114 -0.9497 0.11 -0.14 -0.04 0.221
H 1.9538 2.6418 0.6185 -0.11 0.15 0.03 0.290
H 2.6800 4.2441 0.9990 0.21 0.00 0.11 0.296
H 3.6007 2.8584 0.2473 0.17 0.38 0.24 0.295
H 4.1626 4.2649 -1.9302 -0.12 0.05 -0.17 0.231
H 2.8043 5.2499 -2.5391 -0.14 0.00 -0.01 0.312
H 3.5641 5.5544 -0.9371 -0.25 0.15 -0.04 0.349
```
Positions in Å, forces in eV/Å.

---

The following is a quantum chemistry calculation of a single C17H20N4O4S2 molecule, from the Open Molecules 2025 dataset.

The calculation puts the HOMO energy at -8.550 eV. As for the LUMO energy: -0.7 eV. The value obtained for the HOMO-LUMO gap is 7.8 eV. The value obtained for the relative energy (zero: lowest compared OMol25 entry of this formula, charge and spin) is 510.3 kcal per mole. As for the SMILES: CN(C)CCN(Cc1ccco1)S(=O)(=O)c1ccc(-c2ccc(=O)[nH]n2)s1.

Structure (XYZ):
```
47
Properties=species:S:1:pos:R:3:forces:R:3:mulliken_charge:R:1
C 1.8750 -0.2546 -2.7368 -5.24 5.52 0.64 -0.888
N 0.4793 -0.8940 -2.8439 3.96 0.71 3.08 0.162
C 0.1463 -1.2061 -4.2985 -10.89 12.33 9.10 -1.832
C 0.6352 -2.0964 -1.7150 -6.62 2.48 -8.47 -0.775
C -0.8140 -2.2932 -1.5155 2.57 -5.33 6.38 -1.178
N -1.5747 -1.3453 -0.7766 0.61 -0.66 -7.22 0.533
C -2.2032 -0.3036 -1.6585 -12.96 -5.26 13.84 -1.812
C -3.4798 -0.7838 -2.2153 1.56 -1.49 -2.11 0.079
C -4.6591 -1.2950 -1.7516 2.86 3.45 4.60 -0.108
C -5.4541 -1.7848 -2.6793 1.43 -2.26 -6.42 -0.751
C -4.5701 -1.7651 -3.7906 -0.61 -0.99 -4.75 -0.196
O -3.2805 -1.3039 -3.7000 -4.34 1.29 4.88 -0.239
S -1.5645 -1.3790 0.7030 -12.34 10.80 4.62 1.299
O -1.0959 -2.4722 1.2767 4.03 -9.46 3.82 -0.606
O -3.2195 -0.8829 1.2823 6.61 -1.69 -2.81 -0.771
C -0.6321 -0.0903 1.2975 -0.95 5.67 0.96 -0.062
C -1.1103 1.2931 1.8291 4.24 -6.82 -1.83 -0.751
C 0.0994 1.9363 2.2398 -11.68 6.27 2.14 -0.173
C 1.1334 1.3763 2.0051 13.88 -5.83 -3.69 0.442
C 2.5684 1.9588 2.1393 -0.47 -0.56 -1.22 0.226
C 3.8739 1.1601 1.7691 -1.86 7.23 3.95 -0.703
C 5.0284 1.8194 1.8362 -6.87 5.12 2.90 -0.618
C 5.0338 3.3299 2.4330 9.79 -5.35 -1.22 0.433
O 6.2380 3.7739 2.6699 -4.98 -0.28 -0.59 -0.673
N 3.8743 3.6863 2.7106 -6.91 7.96 3.10 0.015
N 2.5617 3.2283 2.3685 2.09 -1.71 1.04 -0.547
S 1.0757 -0.1878 1.0968 -1.00 1.76 1.92 -0.188
H 2.1890 0.2573 -1.7380 -1.07 -1.37 -1.24 0.136
H 1.6773 0.6796 -3.3879 1.28 -1.36 0.52 0.313
H 2.6010 -0.8564 -3.0358 3.42 -2.58 -1.67 0.421
H 0.1503 -0.2372 -4.7406 -0.32 0.39 -0.81 0.438
H 0.7455 -1.7325 -4.5211 13.71 -12.68 -6.65 0.759
H -0.7685 -1.5868 -4.0410 -2.69 -1.22 -1.22 0.542
H 1.1313 -1.6431 -1.0531 3.89 2.83 5.37 0.307
H 1.0309 -2.8604 -2.2454 1.67 -2.82 -0.91 0.421
H -1.2046 -2.8606 -2.2752 -1.89 -0.26 -2.19 0.464
H -0.7093 -3.2194 -0.7067 -0.72 1.58 -1.81 0.370
H -2.3561 0.3844 -0.8494 -0.66 1.57 -0.44 0.663
H -1.6135 -0.0771 -2.2148 12.21 5.03 -11.83 1.237
H -4.9402 -1.1422 -0.7192 0.30 0.00 0.24 0.479
H -6.2890 -2.4411 -2.6970 -0.83 0.25 0.28 0.381
H -4.7575 -1.9510 -4.9521 -0.07 -0.11 2.84 0.281
H -2.1233 1.3511 2.0301 -1.76 0.71 0.36 0.630
H 0.0158 2.9495 2.6348 0.36 -0.29 0.19 0.425
H 3.6645 0.4886 1.1273 -0.86 -5.89 -3.66 0.435
H 5.8165 1.3459 1.6212 6.56 -2.81 -2.01 0.639
H 3.6528 4.7355 3.2193 1.58 -3.85 -2.01 0.341
```
Positions in Å, forces in eV/Å.

---

The following is a quantum chemistry calculation of a single C5H12N2 molecule, from the Open Molecules 2025 dataset.

The calculation puts the HOMO energy at -8.665 eV. As for the LUMO energy: 0.9 eV. The value obtained for the HOMO-LUMO gap is 9.6 eV. The value obtained for the relative energy (zero: lowest compared OMol25 entry of this formula, charge and spin) is 41.0 kcal per mole. As for the SMILES: [H]/N=C/N[C@H](C)CC.

Structure (XYZ):
```
19
Properties=species:S:1:pos:R:3:forces:R:3:mulliken_charge:R:1
H -2.5828 2.2824 0.5728 -0.81 -1.31 0.30 0.238
N -1.9610 1.5206 0.2887 1.59 -0.05 -0.19 -0.615
C -1.2415 1.1399 1.2824 0.15 3.07 1.25 -0.177
N 0.1218 0.8481 1.3189 -1.34 -1.16 -0.20 -0.263
C 0.6986 0.1177 0.2373 -1.50 -1.77 -0.79 0.207
C 1.2352 1.0087 -0.8665 0.06 0.03 -0.46 -1.369
C -0.4432 -0.9732 -0.3103 1.79 0.85 -0.67 -0.475
C 0.2640 -2.2667 -0.6998 0.03 -0.09 0.01 -1.355
H -1.5922 1.2912 2.3176 0.01 0.29 -0.11 0.428
H 0.7094 1.4045 1.9280 -0.48 -0.32 0.08 0.280
H 1.5000 -0.5056 0.6440 0.07 0.06 -0.07 0.303
H 0.4462 1.6161 -1.3207 -0.01 -0.17 0.16 0.322
H 1.9925 1.6981 -0.4753 -0.04 -0.15 0.01 0.389
H 1.7028 0.4116 -1.6549 0.01 0.05 0.04 0.336
H -1.2814 -1.2541 0.3351 0.41 0.64 0.47 0.397
H -0.8909 -0.5306 -1.2077 0.01 0.01 0.23 0.318
H 0.7076 -2.7431 0.1817 -0.01 0.01 -0.13 0.340
H -0.4447 -2.9742 -1.1418 0.11 0.04 0.03 0.397
H 1.0597 -2.0915 -1.4295 -0.03 -0.03 0.06 0.298
```
Positions in Å, forces in eV/Å.

---

The following is a quantum chemistry calculation of 2 unconnected molecules or ions with the total composition C4H12NOS2, from the Open Molecules 2025 dataset.

The calculation puts the HOMO energy at -13.144 eV. As for the LUMO energy: -3.4 eV. Its net charge is +1. The value obtained for the HOMO-LUMO gap is 9.7 eV. The value obtained for the relative energy (zero: lowest compared OMol25 entry of this formula, charge and spin) is 14.0 kcal per mole.

Structure (XYZ):
```
20
Properties=species:S:1:pos:R:3:forces:R:3:mulliken_charge:R:1
O -3.7676 -0.4933 -0.7477 -0.09 0.18 -0.11 -0.425
C -3.2495 -1.4586 -0.2678 0.09 -0.23 -0.02 0.090
C -1.7346 -1.5136 -0.1337 0.15 0.34 -0.30 -0.506
N -1.1568 -0.3979 -0.9531 -0.06 -0.06 0.58 -0.147
H -3.8200 -2.3210 0.1057 0.02 0.00 0.06 0.371
H -1.4818 -1.3167 0.9077 0.11 -0.16 0.08 0.294
H -1.2881 -2.4501 -0.4589 -0.11 -0.10 0.10 0.414
H -1.2211 -0.5920 -1.9528 0.05 0.01 0.00 0.340
H -1.7280 0.4362 -0.7742 0.03 0.03 -0.17 0.458
H -0.1482 -0.1997 -0.6923 -0.21 -0.02 -0.34 -0.039
C 2.0079 -1.7432 1.2345 -0.39 -0.06 0.37 -0.922
C 1.8229 -0.2395 1.3835 0.06 0.41 -0.81 -0.430
S 1.8559 0.5504 -0.3024 -0.13 -0.26 0.32 -0.148
S 0.8441 2.3137 -0.0061 0.07 -0.02 0.05 -0.191
H 2.5945 -1.9876 0.3522 0.16 -0.11 0.04 0.312
H 1.0501 -2.2683 1.1751 0.03 0.10 -0.22 0.208
H 2.4913 -2.1510 2.1225 0.17 0.04 -0.13 0.334
H 2.6382 0.2232 1.9286 -0.03 0.01 0.20 0.407
H 0.8665 0.0744 1.7941 0.08 -0.15 0.35 0.384
H 1.8516 3.0381 0.5066 0.00 0.04 -0.04 0.198
```
Positions in Å, forces in eV/Å.